This record from the OMol25 dataset describes a structure of composition C16H24N5O6PrS at a distorted geometry. The level of theory is ωB97M-V/def2-TZVPD.

The geometry in XYZ format:
```
53
C16H24N5O6PrS ωB97M-V/def2-TZVPD
Pr 0.03209 -0.63382 0.48599
C 2.00177 -0.74356 -3.91958
C 1.22485 -0.31160 -2.71191
N 1.72678 -0.01657 -1.56578
C 3.14095 -0.09103 -1.30176
C 3.42734 0.61017 0.03295
N 2.61231 0.00958 1.08911
C 2.90902 0.47655 2.45056
C 1.67701 1.09204 3.13314
N 0.53600 0.19344 2.99766
C -0.62812 0.55779 3.81422
C -1.95154 0.11450 3.12710
N -1.67567 -0.89398 2.13326
C -2.57376 0.56008 -0.16851
C -4.00209 1.10508 -0.06430
C -2.20961 0.07629 -1.54100
C -2.98798 0.43494 -2.84905
C -2.16896 0.62122 -4.00924
C -0.87393 0.17609 -4.03384
C -0.23339 -0.15866 -2.82095
N -0.84212 -0.06771 -1.65079
H 2.90059 -1.28156 -3.62996
H 2.29241 0.12911 -4.50569
H 1.39306 -1.39301 -4.54083
H 3.74246 0.37594 -2.09322
H 3.43868 -1.14691 -1.22434
H 3.15844 1.66744 -0.05209
H 4.50774 0.53457 0.24732
H 2.76552 -1.00076 1.05408
H 3.70775 1.22526 2.42389
H 3.24610 -0.36807 3.06115
H 1.41351 2.04165 2.65416
H 1.93327 1.29033 4.18788
H 0.81574 -0.74990 3.28551
H -0.64441 1.64398 3.93211
H -0.56107 0.10263 4.81021
H -2.39338 0.99933 2.65667
H -2.65407 -0.25413 3.88817
H -3.71275 1.91650 1.64990
H -4.69945 0.36448 -0.46494
H -4.08514 2.04190 -0.64387
H -3.90969 1.00411 -2.77078
H -2.57937 1.18519 -4.83223
H -0.29087 0.28211 -4.93474
O -4.38653 1.33944 1.26335
S -2.65682 -1.21430 0.92182
O -3.02158 -0.81667 -2.23531
O -1.76255 -2.06740 0.07494
O -1.59052 1.23176 0.41206
O 1.07095 -2.54126 -0.43497
C 1.10693 -3.06026 0.69173
O 1.17687 -2.42079 1.76160
H 1.13724 -4.17156 0.75911
```

Output
* 2S+1: 3
* LUMO (spin up / spin down): -0.7 / -0.7 eV
* <S²>: 2.002
* gap between HOMO and LUMO (spin up / spin down): 0.2091 / 0.2100 Eh

Löwdin atomic charge list, values in e, 4 entries:
1. Pr 1.138
2. C -0.003
3. C -0.243
4. N 0.043



This record from the OMol25 dataset describes a cluster of 2 separate species, C16H24N6O6S in total at a distorted geometry. The level of theory is ωB97M-V/def2-TZVPD.

The geometry in XYZ format:
```
53
C16H24N6O6S ωB97M-V/def2-TZVPD
C -7.37227 -5.44991 2.73808
S -6.04882 -4.44468 3.52908
C -5.60544 -3.32235 2.23448
N -6.30492 -3.31331 1.09062
C -5.95279 -2.44828 0.13275
N -4.94083 -1.57873 0.23703
C -4.24830 -1.61699 1.36888
C -4.53231 -2.45226 2.41688
N -3.63521 -2.22643 3.46729
C -2.82586 -1.28747 3.02953
N -3.16077 -0.87759 1.74807
C -2.53265 0.17248 0.94454
O -1.16376 -0.13064 0.67818
C -0.59158 1.09543 0.20587
C 0.93686 1.05700 0.25466
O 1.40267 -0.02368 -0.56175
C -1.20300 2.17458 1.10642
O -1.50205 3.35769 0.36399
C -2.50642 1.54791 1.62312
O -3.66033 2.34013 1.26748
H -8.21391 -4.81071 2.45438
H -7.73100 -6.21661 3.43060
H -6.98572 -5.93988 1.83944
H -6.53293 -2.44566 -0.78603
H -1.99848 -0.88292 3.60525
H -3.06792 0.25706 -0.00944
H -0.89931 1.27013 -0.83230
H 1.34759 2.00523 -0.10827
H 1.27504 0.91527 1.28675
H 0.88812 -0.82572 -0.34821
H -0.53960 2.40874 1.94693
H -2.47352 3.49112 0.42295
H -2.44694 1.43994 2.71120
H -4.48740 1.89635 1.53926
C 7.22512 0.09229 -4.30169
N 6.18962 0.41514 -3.32112
C 5.04489 1.04847 -3.61124
O 4.76285 1.39727 -4.75218
C 4.06589 1.35923 -2.46816
N 4.53730 1.02334 -1.11612
C 5.41137 1.70138 -0.37453
C 6.00576 2.99412 -0.89789
O 5.73945 1.28469 0.72386
H 7.75943 1.00035 -4.58668
H 7.93151 -0.62510 -3.88238
H 6.76899 -0.33685 -5.19642
H 6.34693 0.15637 -2.35913
H 3.15303 0.79460 -2.65970
H 3.81180 2.41753 -2.51637
H 4.11041 0.22683 -0.66481
H 6.56308 2.80614 -1.81255
H 6.67878 3.39966 -0.14378
H 5.20755 3.70932 -1.08682
```

Output
* 2S+1: 1
* LUMO: 0.2 eV
* SMILES: CSc1ncnc2c1ncn2[C@@H]1O[C@H](CO)[C@@H](O)[C@H]1O.CNC(=O)CNC(C)=O
* gap between HOMO and LUMO: 0.3309 Eh

Löwdin atomic charge list, values in e, 4 entries:
1. C -0.387
2. S 0.907
3. C -0.530
4. N 0.065



This record from the OMol25 dataset describes a cluster of 8 separate species, C16H24N8 in total at a distorted geometry. The level of theory is ωB97M-V/def2-TZVPD.

The geometry in XYZ format:
```
48
C16H24N8 ωB97M-V/def2-TZVPD
C -3.47114 2.86151 0.70915
C -2.89334 1.53144 1.03521
N -2.52054 0.44490 1.03561
H -4.48310 3.09854 0.90867
H -3.33070 2.96224 -0.36903
H -3.00528 3.62290 1.28376
C -2.86497 -3.11943 -0.77038
C -2.12112 -3.65189 0.30403
N -1.61104 -4.03282 1.27234
H -2.73706 -3.78522 -1.62133
H -2.36183 -2.27975 -1.11671
H -3.85498 -2.93787 -0.46938
C 1.06568 -2.13499 2.83468
C 2.18708 -2.35629 1.88742
N 2.95945 -2.62579 1.10892
H 1.34724 -2.76404 3.73065
H 0.14356 -2.43831 2.33773
H 1.13175 -1.08112 2.99929
C 1.52277 5.16517 3.31177
C 0.18446 5.22011 2.67806
N -0.88343 5.12264 2.20047
H 2.40860 5.26556 2.64715
H 1.69774 4.17942 3.88446
H 1.57695 6.06712 4.02471
C -0.09704 -1.38711 -4.51028
C 1.07433 -0.48381 -4.29734
N 1.90183 0.24249 -3.98347
H 0.15405 -2.31851 -4.05134
H -0.26119 -1.64483 -5.55232
H -0.96613 -1.05486 -4.01757
C -0.12532 3.95974 -0.96534
C -0.79180 2.75495 -1.47314
N -1.42149 1.87771 -1.89235
H 0.93468 3.93391 -1.23771
H -0.13901 3.95482 0.15623
H -0.46606 4.89830 -1.37800
C 1.73325 -5.61986 -0.19261
C 1.19800 -4.94096 -1.41017
N 0.68030 -4.42454 -2.34266
H 0.97187 -6.11460 0.32417
H 2.30833 -4.88802 0.44859
H 2.33629 -6.42930 -0.60500
C 1.84550 0.64916 -0.21558
C 1.62312 1.44899 0.96620
N 1.61648 2.05077 1.95800
H 1.20438 -0.28188 -0.20162
H 2.86381 0.34526 -0.20444
H 1.73508 1.13817 -1.16949
```

Output
* 2S+1: 1
* LUMO: 0.7 eV
* energy above the lowest of the compared OMol25 structures with the same formula, charge and spin: 31.9 kcal per mole
* SMILES: CC#N.CC#N.CC#N.CC#N.CC#N.CC#N.CC#N.CC#N
* gap between HOMO and LUMO: 0.4443 Eh

Löwdin atomic charge list, values in e, 4 entries:
1. C -0.066
2. C -0.266
3. N 0.119
4. H 0.063